w.
20
Properties=species:S:1:pos:R:3:mulliken_charge:R:1 method="wB97M-V/def2-TZVPD" gap_ev=9.9 charge=+1 homo_ev=-14.4
C 0.30550 -1.53653 -0.32102 -0.16
C 2.91535 -0.00388 0.29086 -1.41
C 1.58015 0.58210 0.00872 0.13
C 0.40070 -0.04694 -0.16124 0.20
C -1.75445 0.40761 -1.29144 -0.90
C -1.73857 0.17181 1.05924 -0.90
N -0.94641 0.64376 -0.04264 0.06
O -0.75848 -2.09432 -0.58776 -0.45
H 1.28427 -2.11715 -0.13151 0.32
H 3.43595 -0.75115 -0.27832 0.40
H 3.64056 0.81586 0.22022 0.33
H 2.65764 -0.42293 1.18388 0.45
H 1.43821 1.54366 0.60852 0.27
H -2.25460 -0.49323 -1.07062 0.42
H -2.37938 1.21519 -1.53896 0.38
H -0.90112 0.32398 -2.07777 0.37
H -1.52020 0.70976 1.92093 0.39
H -2.85534 0.32248 0.97354 0.36
H -1.57777 -0.90098 1.22226 0.37
H -0.97201 1.63091 0.01313 0.38

---

x.
20
Properties=species:S:1:pos:R:3:mulliken_charge:R:1 method="wB97M-V/def2-TZVPD" gap_ev=9.2 charge=+1 homo_ev=-12.7
C -0.86611 -1.66619 0.19146 -0.54
C -1.39078 -0.49423 -0.00855 0.61
C -0.49924 0.73137 0.03147 -0.56
C 1.36313 -0.83896 0.41769 -0.32
C -2.85030 -0.22676 -0.24209 -1.35
C 1.81563 1.53002 0.00331 -0.89
N 0.92207 0.37951 -0.25893 0.04
O 2.26906 -1.48887 -0.35991 -0.48
H -1.06045 -2.70537 0.26133 0.41
H -0.83280 1.47631 -0.69465 0.44
H -0.54654 1.17759 1.03002 0.35
H 1.54495 -0.73902 1.47905 0.42
H -3.38660 -1.16100 -0.36694 0.38
H -2.98571 0.38011 -1.13630 0.34
H -3.26783 0.31229 0.60680 0.33
H 2.81664 1.30621 -0.36389 0.34
H 1.44539 2.42277 -0.50200 0.35
H 1.86117 1.71944 1.07465 0.39
H 0.98889 0.12997 -1.25668 0.37
H 2.65944 -2.24519 0.09415 0.38

---

Most favorable first, least favorable last: w, x

---

w.
10
Properties=species:S:1:pos:R:3:mulliken_charge:R:1 method="wB97M-V/def2-TZVPD" gap_ev=8.2 homo_ev=-8.7
N -0.73335 0.61116 -1.08811 -0.11
N -0.95004 -1.09498 0.81662 -0.49
N 1.43677 1.20131 0.19377 -0.14
F 1.27409 -1.31251 -0.57338 -0.33
P -1.34333 -0.75780 -0.83466 0.15
P -0.05427 1.84359 -0.20788 0.05
P 1.97853 -0.20059 0.53593 0.37
H -0.98778 -2.09170 0.89622 0.22
H 0.44794 2.30832 -1.36703 0.04
H -1.06855 -0.50680 1.62851 0.24

---

x.
10
Properties=species:S:1:pos:R:3:mulliken_charge:R:1 method="wB97M-V/def2-TZVPD" gap_ev=8.0 homo_ev=-8.4
N 0.13413 -0.88988 -1.33586 -0.26
N 0.97282 0.82396 0.34502 -0.22
N -2.08977 -0.95510 -0.04720 -0.06
F -1.68532 1.39616 -1.01008 -0.31
P 1.02568 0.40490 -1.22344 0.15
P -0.61918 -1.72274 -0.06072 -0.02
P -2.79487 0.38174 -0.19956 0.29
H 1.31360 1.58924 0.80764 0.21
H -0.72071 -2.82232 -0.87555 0.05
H 0.58477 0.19239 0.88780 0.18

---

Most favorable first, least favorable last: x, w

---

w.
19
Properties=species:S:1:pos:R:3:mulliken_charge:R:1 method="wB97M-V/def2-TZVPD" gap_ev="9.2 / 6.9" homo_ev="-9.3 / -6.9"
C -2.61245 -1.12574 -0.13774 -1.56
C -1.78117 1.32952 0.13697 -1.17
C 3.63882 0.48241 0.02656 -0.59
C -1.48657 -0.17433 0.32763 0.43
N 2.46498 1.23475 -0.38082 -0.43
Si 0.11627 -0.89397 -0.41424 0.30
Cl 0.59249 -2.77450 0.45682 -0.29
H -2.43223 -2.13834 -0.08109 0.48
H -3.41151 -1.05296 0.58798 0.39
H -2.97871 -0.94429 -1.16158 0.36
H -1.10812 1.85307 0.82881 0.32
H -2.78173 1.54313 0.44908 0.39
H -1.70224 1.51708 -1.01879 0.30
H 4.54611 1.16045 0.29504 0.29
H 3.43327 -0.12588 0.88426 0.26
H 4.00409 -0.18011 -0.96736 0.19
H -1.35544 -0.37150 1.50035 0.20
H 2.08439 1.76894 0.46491 0.20
H 0.76974 -1.10772 -1.79681 -0.08

---

x.
19
Properties=species:S:1:pos:R:3:mulliken_charge:R:1 method="wB97M-V/def2-TZVPD" gap_ev=9.2 smiles=CC[Si@@H](Cl)N(C)C homo_ev=-8.3
C -1.54245 -1.63057 -1.65243 -1.21
C 0.36767 0.15844 2.10148 -0.89
C 0.45777 2.28224 0.97912 -1.01
C -0.12525 -1.71183 -1.02960 -0.38
N 0.19780 0.90673 0.89231 0.03
Si 0.73804 -0.01343 -0.86184 0.52
Cl 0.25518 1.34967 -2.34477 -0.29
H -1.88972 -2.63098 -1.89543 0.34
H -2.16869 -0.95891 -1.02934 0.31
H -1.49567 -1.07311 -2.53668 0.35
H 1.20513 0.46395 2.71251 0.29
H -0.66547 0.34250 2.51172 0.35
H 0.52364 -0.96453 1.80266 0.22
H 0.58621 2.75655 0.05032 0.32
H -0.38550 2.81727 1.31576 0.36
H 1.42046 2.63138 1.58474 0.26
H 0.50782 -2.46277 -1.52829 0.41
H -0.22394 -2.01675 0.08927 0.16
H 2.23700 -0.24582 -1.16152 -0.14

---

Most favorable first, least favorable last: x, w

---

w.
16
Properties=species:S:1:pos:R:3:mulliken_charge:R:1 method="wB97M-V/def2-TZVPD" gap_ev="6.2 / 8.8" homo_ev="-6.8 / -8.4"
C -0.34577 2.44448 -0.60629 -1.10
C 1.33724 -0.06558 0.30093 -1.21
C -1.21662 -1.03684 0.46429 0.54
C -0.60785 1.05598 -0.24165 0.68
N -1.49643 0.30083 0.07491 -0.51
N -2.09029 -1.70575 1.07193 -0.65
C 0.19314 -1.41859 0.04869 0.28
C 0.50974 -2.55718 -0.40066 -0.70
H -1.73441 -2.63511 1.28527 0.30
H 0.61816 2.76410 -0.20663 0.32
H -1.13985 3.10213 -0.24336 0.35
H -0.30053 2.51905 -1.69504 0.29
H 2.09696 -0.74383 0.68359 0.40
H 1.23625 0.69203 1.08488 0.36
H 1.72126 0.37349 -0.61978 0.33
H 1.21901 -3.08921 -1.00110 0.34

---

x.
16
Properties=species:S:1:pos:R:3:mulliken_charge:R:1 method="wB97M-V/def2-TZVPD" gap_ev=9.6 homo_ev=-8.5
C -0.72244 0.62622 1.40724 -0.41
C -1.00368 -0.42780 0.38396 -0.59
C -0.57238 0.11404 -1.15983 -0.11
C 0.48067 -1.10289 0.10762 -0.36
C 1.24610 0.17579 0.19279 -0.36
C 0.46684 1.12056 -0.61867 -0.37
H -1.51158 1.39812 1.41692 0.34
H -0.67109 0.09972 2.32485 0.35
H -1.84297 -1.10694 0.44285 0.46
H -1.30423 0.28410 -1.97326 0.46
H 0.84482 -1.29978 -2.02140 0.23
H 0.83617 -1.92702 0.68188 0.53
H 2.28557 0.17092 0.46836 0.42
H 0.89548 1.91333 -1.16390 0.43
N 0.11370 -1.23408 -1.34479 -0.53
N 0.45902 1.19570 0.85537 -0.51

---

Most favorable first, least favorable last: x, w

---

w.
16
Properties=species:S:1:pos:R:3:mulliken_charge:R:1 method="wB97M-V/def2-TZVPD" gap_ev=9.6 homo_ev=-8.7
C 0.21844 -1.14131 0.24477 -0.53
C 0.13106 0.03871 1.20673 -0.09
C 1.27493 -0.28684 -0.26085 0.11
C 0.20339 0.65807 -0.88339 -0.84
C -1.24117 0.10978 -0.83771 -0.51
C -0.61570 0.92299 0.19491 -0.03
H -1.63130 -1.74285 0.03979 0.26
H 0.53084 -2.28789 0.39917 0.33
H -0.21525 0.17849 2.29389 0.42
H 1.61455 1.33005 0.58952 0.33
H 2.10237 -0.35287 -1.19212 0.33
H 0.60684 1.44325 -1.55947 0.33
H -2.12479 0.45317 -1.29947 0.47
H -1.43313 1.57763 0.61149 0.45
N -0.97213 -1.26516 -0.52277 -0.45
N 1.55104 0.36478 0.97553 -0.60

---

x.
16
Properties=species:S:1:pos:R:3:mulliken_charge:R:1 method="wB97M-V/def2-TZVPD" gap_ev="7.0 / 7.0" homo_ev="-6.9 / -6.9"
C 0.10646 -1.38773 0.11128 0.11
C 0.06112 -0.12762 -0.71505 1.30
C 1.10105 0.86123 -0.41033 -0.24
C -1.47660 0.68595 1.37696 -0.17
C -0.44281 -0.21206 -1.99147 -1.20
C 1.87449 0.88220 0.67627 -1.00
N -1.54070 -0.14046 0.43684 -0.64
N -0.14764 -2.53258 0.34249 -0.42
H -1.04383 -2.98798 0.49320 0.32
H 1.18843 1.64857 -1.15073 0.28
H -0.55191 1.17078 1.71824 0.21
H -2.39810 0.96163 1.89992 0.29
H 0.03116 0.34474 -2.78678 0.29
H -1.20448 -0.93103 -2.25043 0.31
H 2.62618 1.64828 0.81106 0.26
H 1.81717 0.11607 1.43852 0.29

---

Most favorable first, least favorable last: w, x

---

w.
16
Properties=species:S:1:pos:R:3:mulliken_charge:R:1 method="wB97M-V/def2-TZVPD" gap_ev=8.5 smiles="C=C1N=CN[C@@H]2C[C@@H]12" homo_ev=-7.7
C -2.41276 -0.56908 0.12875 -0.85
C -1.15058 -0.11650 0.01587 0.33
C 0.32761 1.68770 -0.10824 -0.09
C 1.13599 -0.37251 0.40833 0.10
C 1.26550 -1.73987 -0.02168 -0.67
C 0.04444 -0.91914 -0.39372 -0.14
H -3.37422 -0.04180 0.27387 0.32
H -2.48680 -1.62068 -0.14343 0.25
H 0.45805 2.73914 -0.31891 0.43
H 2.42868 1.46450 0.07407 0.31
H 0.82400 -0.39325 1.46906 0.14
H 1.73863 -2.10207 -0.92355 0.27
H 1.19563 -2.43995 0.74425 0.28
H 0.23775 -0.71653 -1.40299 0.22
N -0.92575 1.23226 0.00181 -0.63
N 1.45676 0.95161 0.00559 -0.25

---

x.
16
Properties=species:S:1:pos:R:3:mulliken_charge:R:1 method="wB97M-V/def2-TZVPD" gap_ev=9.3 homo_ev=-8.6
C -0.92891 -1.60508 0.81852 -0.63
C -1.20517 -0.67984 -1.68499 -0.01
C -0.19384 1.18117 -1.47651 -0.04
C 0.02624 0.54393 -0.38810 0.74
C 1.10169 1.09293 0.44118 -0.27
C 1.94560 0.84021 1.42990 -0.78
H -1.83053 -2.06418 0.24211 0.25
H -1.08986 -0.92996 1.61827 0.35
H -0.20644 -2.52766 1.18245 0.20
H -2.02591 -1.51420 -1.96185 0.25
H 0.18717 2.31009 -1.44789 0.19
H 1.55014 2.09407 -0.06899 -0.04
H 1.55411 -0.01367 2.40838 0.09
H 2.73136 1.44192 1.73533 0.36
N -0.52870 -0.62991 -0.49364 -0.03
N -1.08694 0.46017 -2.35417 -0.63

---

y.
16
Properties=species:S:1:pos:R:3:mulliken_charge:R:1 method="wB97M-V/def2-TZVPD" gap_ev=9.1 smiles="C1=CN2C[C@@H]2C=NC1" homo_ev=-8.8
C 2.00470 -0.04706 0.61081 -0.17
C 1.13968 0.84127 -0.18937 -0.05
C -0.23536 1.36304 0.20084 -0.49
C -0.14490 -1.19665 -0.32576 0.08
C -1.09193 -1.04279 0.53801 -0.16
C -2.03191 -0.04826 0.17024 -0.51
H 1.69651 -0.38947 1.74704 0.22
H 3.10837 0.07712 0.15716 0.24
H 1.54789 1.24908 -1.25084 0.29
H -0.33183 1.47106 1.21247 0.53
H -0.46779 -1.38019 -1.44574 0.25
H -0.37983 -0.72051 1.53477 0.02
H -2.88361 0.44136 0.78650 0.26
H -2.65099 -0.25387 -0.64726 0.34
N -1.03835 0.78968 -0.60103 -0.45
N 1.39829 -0.74852 -0.55936 -0.40

---

z.
16
Properties=species:S:1:pos:R:3:mulliken_charge:R:1 method="wB97M-V/def2-TZVPD" gap_ev=8.7 smiles="C=c1ncn(C)c1=C" homo_ev=-8.0
C 1.61206 -0.42933 0.13157 -0.04
C 0.20605 0.45747 1.51897 0.54
C -0.54530 0.22634 -0.07378 0.53
C -0.37334 0.81963 2.60480 -0.85
C -1.79700 0.30186 -0.45742 -1.09
C 0.62970 -0.83306 -2.05529 -0.92
N 1.47579 -0.00258 1.32499 -0.65
N 0.57474 -0.25387 -0.77762 0.06
H 2.49161 -0.81186 -0.22860 0.44
H 0.25030 0.99742 3.55821 0.25
H -1.36505 1.23934 2.75223 0.29
H -2.25413 0.18085 -1.43040 0.29
H -2.56661 0.64408 0.22825 0.23
H 0.04331 -1.72610 -2.12349 0.33
H -0.06350 -0.04413 -2.63000 0.25
H 1.68135 -0.76607 -2.34243 0.35

---

Most favorable first, least favorable last: z, w, x, y